(1)
The following is a DFT calculation (the ωB97M-V functional and the def2-TZVPD basis) of C17H27BeFNO2P2 as an isolated structure.

Computed properties:
Net charge: +1
Gap between HOMO and LUMO (alpha / beta), hartree: 0.23913 / 0.23916
F_max, eV Å⁻¹: 3.28

Positions of all 51 atoms, in Å:
Be  -0.04079  0.48455  -0.37582
P  -2.28685  0.37687  -0.50393
C  -2.16923  0.75124  -2.22273
C  -0.95087  1.26067  -2.72000
N  0.15492  1.06990  -1.90438
C  1.39887  1.39602  -2.31338
C  1.60459  2.10256  -3.48813
C  0.50629  2.37936  -4.31045
C  -0.75354  1.92922  -3.94345
C  2.57042  1.01859  -1.44214
P  2.28648  -0.48680  -0.44510
H  -1.63159  2.08342  -4.56693
H  2.62812  2.39418  -3.74800
H  0.65010  2.93802  -5.23443
H  3.48452  0.85058  -2.03559
H  2.84155  1.82983  -0.75089
H  -2.10065  -1.16749  -3.49356
H  -3.05904  0.85799  -2.83784
H  -1.05660  -2.89019  -2.51103
O  -1.78093  -2.06901  -3.70992
H  -2.28258  -2.37337  -4.48265
H  0.87149  -0.73638  -0.03599
O  -0.65637  -3.15198  -1.63227
H  0.30401  -3.17069  -1.78955
C  2.70165  -1.88380  -1.48207
H  3.73364  -1.79206  -1.84880
H  2.60247  -2.80162  -0.89076
H  2.01314  -1.94956  -2.33499
C  3.31374  -0.40143  1.01099
H  3.15992  -1.30282  1.61966
H  4.37182  -0.32218  0.72181
H  3.03262  0.47307  1.61468
C  -3.18109  1.73087  0.33186
H  -4.15451  1.87306  -0.15541
H  -3.30765  1.50602  1.40014
H  -2.60651  2.66137  0.27247
C  -3.29242  -1.10661  -0.30604
H  -3.42828  -1.28464  0.76641
H  -4.26984  -0.95274  -0.78293
H  -2.77641  -1.96426  -0.74788
F  -0.41045  4.40400  3.93659
C  -0.15493  3.45651  2.98341
C  0.28848  3.88288  1.73525
C  0.45287  2.89845  0.74669
C  0.14628  1.56608  1.00669
C  -0.23740  1.17248  2.28265
C  -0.40876  2.12080  3.30064
H  0.48984  4.93252  1.50345
H  0.80471  3.23720  -0.23174
H  -0.43408  0.11983  2.49385
H  -0.75386  1.81260  4.28714

Forces on atoms 1 to 2 (eV/Å):
-2.468 2.087 0.552
1.180 -0.502 -0.707

***

(2)
The following is a DFT calculation (the ωB97M-V functional and the def2-TZVPD basis) of a 2-piece molecular cluster, C2H7NO2 overall.

Computed properties:
Energy relative to the best compared isomer or geometry (same formula, charge and spin), kJ/mol: 221.6
SMILES string: N/C=C\O.O
Gap between HOMO and LUMO, hartree: 0.32515
F_max, eV Å⁻¹: 3.60

Positions of all 12 atoms, in Å:
N  -0.33769  1.50659  0.35927
C  -0.07355  0.25662  0.82001
C  0.91289  -0.55549  0.35269
O  1.92193  -0.07296  -0.45267
H  0.00357  1.70277  -0.57776
H  -1.27743  1.85094  0.53641
H  -0.72751  -0.08572  1.61697
H  1.25095  -1.40199  0.94048
H  2.04978  0.87151  -0.25983
O  -1.36478  -1.59497  -1.36488
H  -1.98955  -1.00563  -0.91619
H  -0.36862  -1.47167  -1.05450

Forces on atoms 1 to 2 (eV/Å):
-0.293 1.117 -0.626
0.586 -1.964 -0.044

***

(3)
The following is a DFT calculation (the ωB97M-V functional and the def2-TZVPD basis) of C13H23BN6PtSi as an isolated structure.

Computed properties:
Multiplicity: 5
Energy relative to the best compared isomer or geometry (same formula, charge and spin), kJ/mol: 162.9
Net charge: +2
Gap between HOMO and LUMO (alpha / beta), hartree: 0.23553 / 0.16572
F_max, eV Å⁻¹: 5.68

Positions of all 45 atoms, in Å:
H  -0.19657  2.92778  0.82382
N  0.30091  1.65930  -0.81285
B  0.76135  0.72758  -3.13319
N  0.73285  1.89800  -2.10243
C  0.86993  3.23224  -2.27624
Pt  -0.05989  -0.29292  -0.08283
H  1.20151  3.61737  -3.23374
C  0.52057  3.86404  -1.08652
H  0.52822  4.92242  -0.89396
C  0.15071  2.84809  -0.19687
H  1.02393  1.06475  -4.24873
C  -1.11726  -2.23760  0.39679
H  -1.54614  -1.66673  1.22881
H  -0.59561  -3.08823  0.85252
H  -1.96243  -2.54738  -0.22865
N  -0.65955  0.08147  -3.01112
N  1.73915  -0.34514  -2.56475
N  -1.15123  -0.29404  -1.77229
N  1.47008  -0.92577  -1.35094
C  -1.62926  -0.10175  -3.92573
C  2.79600  -0.98242  -3.11337
H  -1.41365  0.13930  -4.95187
H  3.15660  -0.67290  -4.08271
C  -2.75997  -0.59590  -3.27815
C  3.20430  -1.97993  -2.23932
C  -2.43621  -0.68541  -1.92666
C  2.35080  -1.92715  -1.14239
H  -3.69464  -0.86268  -3.72520
H  4.01330  -2.67086  -2.37504
H  -3.01898  -1.00876  -1.07469
H  2.31163  -2.53776  -0.24785
H  -0.27185  -1.89052  -0.40995
C  2.11434  -1.34406  2.27086
Si  0.64437  -0.16546  2.04518
C  -0.68571  -0.61305  3.32373
C  1.31922  1.52808  2.56860
H  1.86456  -2.37595  2.00070
H  2.43829  -1.33202  3.31957
H  2.96268  -1.02462  1.65346
H  -0.29364  -0.40901  4.33025
H  -1.59254  -0.01007  3.18833
H  -0.95362  -1.67448  3.27802
H  1.77941  1.44644  3.56421
H  2.08632  1.88614  1.87054
H  0.52311  2.28078  2.62444

Forces on atoms 1 to 2 (eV/Å):
0.089 -0.096 -0.199
0.195 3.791 0.788

***

(4)
The following is a DFT calculation (the ωB97M-V functional and the def2-TZVPD basis) of an isolated ion of composition C3H4NO and charge +1.

Computed properties:
Energy relative to the best compared isomer or geometry (same formula, charge and spin), kJ/mol: 376.1
Net charge: +1
Gap between HOMO and LUMO (alpha / beta), hartree: 0.27334 / 0.27670
F_max, eV Å⁻¹: 5.82

Positions of all 9 atoms, in Å:
C  -1.14858  -0.11317  0.55391
C  -0.46018  0.53625  1.59367
C  0.97021  0.03638  -0.20363
N  -0.41228  -0.14824  -0.51945
O  0.95158  0.53509  1.10050
H  -2.22546  -0.30975  0.33112
H  1.54907  -0.76471  -0.42011
H  1.39034  0.71685  -1.06086
H  -0.61470  -0.48870  -1.37514

Forces on atoms 1 to 2 (eV/Å):
-2.075 -0.353 -4.962
5.306 1.229 2.049

***

(5)
The following is a DFT calculation (the ωB97M-V functional and the def2-TZVPD basis) of C29H32CuN6O7 as an isolated structure.

Computed properties:
Energy relative to the best compared isomer or geometry (same formula, charge and spin), kJ/mol: 58.9
Net charge: -1
Gap between HOMO and LUMO, hartree: 0.20369
F_max, eV Å⁻¹: 0.85

Positions of all 75 atoms, in Å:
Cu  -0.01109  -0.04712  -0.15359
C  -1.09029  5.49025  -4.28162
C  -1.79695  4.13665  -4.44779
C  -3.29892  4.30601  -4.18548
C  -1.60737  3.66362  -5.88895
C  -1.20754  3.15344  -3.44175
C  -0.50872  2.00890  -3.80849
C  0.01282  1.18110  -2.82855
N  -0.10611  1.42007  -1.52403
C  -0.79341  2.51303  -1.15287
C  -1.34349  3.38576  -2.07798
C  -0.94002  2.70444  0.31382
C  -1.25840  3.93105  0.89343
C  -1.41347  4.02955  2.26749
C  -1.20592  2.86667  3.01096
C  -0.87315  1.69148  2.36481
N  -0.75700  1.60685  1.04294
C  -1.79047  5.33095  2.96973
C  -3.07304  5.10710  3.78335
C  -2.04354  6.46878  1.98005
C  -0.65147  5.74433  3.91094
H  -1.48254  6.21335  -5.00055
H  -0.01657  5.38463  -4.44866
H  -1.23718  5.89236  -3.27822
H  -3.73146  4.99079  -4.91855
H  -3.49230  4.71261  -3.19250
H  -3.81456  3.34745  -4.25988
H  -2.04442  4.39531  -6.57092
H  -2.09934  2.70511  -6.06236
H  -0.55046  3.56217  -6.14195
H  -0.37451  1.73573  -4.84479
H  0.55917  0.28347  -3.09084
H  -1.91365  4.23507  -1.72563
H  -1.36554  4.80028  0.26145
H  -1.30120  2.86526  4.08880
H  -0.69564  0.77215  2.91301
H  -3.88684  4.77710  3.13545
H  -3.37370  6.03745  4.27029
H  -2.93356  4.35137  4.55629
H  -2.83730  6.21437  1.27528
H  -1.14347  6.71817  1.41468
H  -2.35306  7.36200  2.52570
H  -0.43736  4.96429  4.64204
H  -0.92204  6.65415  4.45193
H  0.26293  5.93726  3.34667
O  0.02271  -2.49068  3.06237
C  -0.27569  -2.00570  1.96604
O  0.53184  -1.35117  1.23042
C  -1.73219  -2.20453  1.49752
C  -2.51583  -2.94460  2.34547
C  -3.86698  -3.20685  2.08596
C  -4.47823  -2.67594  0.96606
C  -3.73278  -1.90189  0.11474
C  -2.30373  -1.68499  0.25968
O  -1.66270  -1.11996  -0.65657
N  -4.44915  -1.30396  -1.00103
O  -4.14208  -0.18477  -1.36418
O  -5.43462  -1.89776  -1.42918
N  -4.64377  -3.99787  3.00150
O  -4.07729  -4.51847  3.95250
O  -5.83818  -4.15933  2.77022
H  -2.05410  -3.32798  3.24370
H  -5.52675  -2.84701  0.77397
C  5.19856  0.40116  2.16666
N  4.27355  0.64556  1.08174
C  4.34752  1.65103  0.14521
C  3.24804  1.49595  -0.64916
N  2.51063  0.42085  -0.22426
C  3.14915  -0.06448  0.80923
H  6.08032  1.02289  2.02775
H  5.50542  -0.64364  2.17548
H  4.74645  0.64141  3.12912
H  5.15153  2.36697  0.14288
H  2.93852  2.09546  -1.49010
H  2.79456  -0.89630  1.40136

Forces on atoms 1 to 2 (eV/Å):
0.250 0.064 -0.038
-0.002 -0.034 0.003

***

Q: F_max of number 1 (C17H27BeFNO2P2)?
A: 3.28 eV Å⁻¹

***

Q: Among the records above, which one has the highest F_max?
A: C3H4NO

***

Q: F_max of number 3 (C13H23BN6PtSi)?
A: 5.68 eV Å⁻¹

***

Q: Among the records above, which one has the highest F_max?
A: C3H4NO